1.
# C3H38O16

A cluster of 16 separate species, C3H38O16 in total (the ωB97M-V functional and the def2-TZVPD basis, OMol25).

Structure (XYZ):
```
57
Properties=species:S:1:pos:R:3
O -0.380 -3.609 -1.266
H -0.751 -3.941 -2.087
H 0.563 -3.790 -1.240
H -0.426 -2.652 -1.195
C 1.199 -0.135 0.189
C -0.336 -0.074 -0.027
C -0.963 1.332 0.080
O -0.790 -0.816 -1.084
H 1.535 -1.145 0.424
H 1.361 0.434 1.104
H 1.813 0.226 -0.636
H -0.695 -0.547 0.887
H -0.685 1.865 0.989
H -2.047 1.305 -0.028
H -0.503 1.920 -0.714
O -3.256 1.183 -3.168
H -2.692 1.038 -2.408
H -4.094 1.457 -2.795
O -0.727 2.832 3.720
H -0.409 2.493 4.557
H -1.482 2.283 3.510
O 0.065 -0.339 -3.979
H -0.539 0.286 -4.380
H -0.169 -0.338 -3.051
O -3.951 -1.352 -0.774
H -4.426 -0.936 -1.493
H -3.040 -1.090 -0.905
O -2.402 -2.747 2.484
H -2.702 -3.316 1.776
H -1.502 -2.522 2.247
O -1.864 4.510 -0.170
H -2.512 4.177 -0.791
H -1.544 5.320 -0.568
O 2.143 -3.969 -0.941
H 2.519 -4.848 -0.984
H 2.853 -3.421 -0.605
O 4.208 -2.676 0.522
H 4.262 -1.721 0.475
H 5.082 -2.953 0.795
O -4.606 1.241 -0.075
H -4.695 1.657 0.783
H -4.811 0.319 0.084
O 0.241 4.280 1.577
H -0.378 4.198 0.852
H -0.057 3.637 2.221
O 4.276 1.057 -1.836
H 4.396 0.622 -0.992
H 4.227 0.342 -2.470
O 0.782 -2.770 2.697
H 1.595 -2.465 2.292
H 0.961 -3.678 2.938
O 3.035 0.486 3.072
H 3.530 -0.296 3.318
H 2.124 0.263 3.265
O 2.223 2.762 -2.314
H 2.973 2.253 -2.005
H 1.468 2.365 -1.879
```

Properties
Total charge: +1
Energy above the lowest of the compared OMol25 structures with the same formula, charge and spin, kcal per mole: 0.0
⟨S²⟩: 0.755
LUMO energy (spin up / spin down), eV: -3.5 / -6.6
Multiplicity: 2
HOMO (spin up / spin down), Ha: -0.449 / -0.449



2.
# C35H33NO2

An isolated molecule of C35H33NO2 (the ωB97M-V functional and the def2-TZVPD basis, OMol25).

Structure (XYZ):
```
71
Properties=species:S:1:pos:R:3
C -5.165 -0.214 -4.095
C -4.658 1.222 -4.205
C -3.598 1.568 -3.163
N -2.579 0.529 -2.960
C -1.458 0.870 -2.285
C -0.490 0.034 -1.799
C 0.776 0.618 -1.318
C 2.025 0.489 -2.181
C 3.037 1.427 -1.990
C 4.333 1.149 -2.407
C 4.588 -0.041 -3.102
C 3.559 -0.951 -3.344
C 2.261 -0.697 -2.883
C -2.943 -0.876 -3.000
C -4.020 -1.216 -4.032
H -5.798 -0.311 -3.204
H -5.791 -0.441 -4.963
H -4.244 1.394 -5.205
H -5.491 1.922 -4.083
H -3.077 2.490 -3.460
H -4.103 1.784 -2.203
H -1.315 1.945 -2.144
H -0.607 -1.062 -1.740
H 0.588 1.688 -1.199
H 2.803 2.361 -1.469
H 5.131 1.850 -2.170
H 5.591 -0.237 -3.481
H 3.748 -1.886 -3.871
H 1.437 -1.395 -3.029
H -2.035 -1.447 -3.235
H -3.277 -1.200 -1.995
H -4.402 -2.211 -3.786
H -3.540 -1.292 -5.014
C 0.974 -4.317 1.451
C 0.082 -3.713 0.559
C -0.200 -2.346 0.664
C 0.452 -1.558 1.621
C 0.275 -0.061 1.755
C 1.039 0.694 0.946
C 1.656 2.021 1.058
C 2.944 2.142 1.605
C 3.533 3.405 1.683
C 2.855 4.544 1.227
C 1.590 4.402 0.646
C 0.979 3.147 0.577
O 1.302 -0.035 -0.178
C -0.012 0.537 3.096
C -0.385 -0.353 4.240
C -1.298 -1.404 4.112
C -1.568 -2.239 5.200
C -0.942 -2.004 6.431
C -0.082 -0.908 6.581
C 0.156 -0.059 5.503
O 0.079 1.749 3.291
C 1.370 -2.171 2.474
C 1.601 -3.548 2.430
H 1.181 -5.391 1.399
H -0.402 -4.299 -0.230
H -0.969 -1.887 0.027
H 3.428 1.236 1.972
H 4.532 3.500 2.110
H 3.310 5.534 1.324
H 1.061 5.269 0.247
H -0.032 3.009 0.183
H -1.782 -1.577 3.150
H -2.256 -3.080 5.080
H -1.125 -2.670 7.277
H 0.408 -0.711 7.536
H 0.787 0.822 5.614
H 1.891 -1.545 3.203
H 2.285 -3.997 3.154
```

Properties
LUMO energy, eV: 0.4
HOMO, Ha: -0.286
Structure (SMILES): O=C(/C(=C(/O[C@H](/C=C/N1CCCCC1)c1ccccc1)c1ccccc1)c1ccccc1)c1ccccc1



3.
# C2HI2N3

A cluster of 2 separate species, C2HI2N3 in total (the ωB97M-V functional and the def2-TZVPD basis, OMol25).

Structure (XYZ):
```
8
Properties=species:S:1:pos:R:3
C 1.575 -0.211 -0.169
C -1.512 0.509 0.145
N 1.720 -1.368 -0.476
N 1.456 0.949 0.092
N -2.654 0.318 0.166
I 0.858 -3.091 0.017
I 2.189 2.768 0.011
H -3.632 0.127 0.215
```

Properties
Energy above the lowest of the compared OMol25 structures with the same formula, charge and spin, kcal per mole: 48.6
LUMO energy, eV: -0.6
HOMO, Ha: -0.309



Results for strongest force on any atom: 3.03, 2.46, 1.40 (in eV/Å, following the order of the records).
Results for energy: -1340.56466, -1558.66946, -836.33253 (in Eh, following the order of the records).